18
Properties=species:S:1:pos:R:3 method="wB97M-V/def2-TZVPD" spin_multiplicity=2 homo_energy_ev="-7.105 / -7.093" e_tot_ev=-296224.494 s_squared=0.76 mol_weight_g_mol=545.57 orbital_gap_ev="6.373 / 4.453"
Sb -2.829 -2.223 -1.966
Se -1.386 -2.480 0.366
Se -1.235 -0.088 -2.669
Se -1.884 -3.996 -3.275
Se -3.397 0.596 0.267
Ti -1.236 -0.193 -0.287
N 1.089 -0.547 -0.336
N -0.384 1.357 1.049
C 1.761 0.214 0.720
C 1.060 1.573 0.875
H 1.692 -0.355 1.657
H -0.600 1.044 2.007
H 1.427 -0.269 -1.265
H 2.824 0.393 0.503
H -0.895 2.238 0.918
H 1.205 2.165 -0.039
H 1.507 2.122 1.719
H 1.281 -1.551 -0.243

***

13
Properties=species:S:1:pos:R:3 method="wB97M-V/def2-TZVPD" spin_multiplicity=1 homo_energy_ev=-15.274 e_tot_ev=-6664.128 charge=+1 mol_weight_g_mol=74.11 orbital_gap_ev=9.594
N 2.050 0.389 0.078
N -0.306 0.183 -0.097
N 0.294 -1.745 -0.261
C -1.738 0.360 0.119
C 0.811 0.886 -0.012
H -2.250 -0.130 0.965
H -0.440 -2.186 -0.803
H 2.795 1.028 -0.243
H 0.630 1.963 0.144
H -1.761 1.534 0.269
H 0.066 -1.811 0.729
H 2.045 -0.699 0.004
H -2.197 0.229 -0.892

***

13
Properties=species:S:1:pos:R:3 method="wB97M-V/def2-TZVPD" spin_multiplicity=1 homo_energy_ev=-14.431 e_tot_ev=-6664.323 charge=+1 mol_weight_g_mol=74.11 orbital_gap_ev=10.726
N -0.447 0.894 -1.302
N 0.218 -0.148 0.990
N -0.274 2.364 -1.932
C 0.266 -1.487 1.634
C -0.207 -0.008 -0.236
H 0.636 0.656 1.440
H 0.160 3.018 -1.338
H -0.445 -1.042 -0.578
H 0.263 -1.041 2.621
H 1.190 -1.972 1.621
H -0.630 -2.093 1.313
H -1.175 0.403 -1.877
H 0.219 2.165 -2.788

***

13
Properties=species:S:1:pos:R:3 method="wB97M-V/def2-TZVPD" spin_multiplicity=1 homo_energy_ev=-13.477 e_tot_ev=-6663.891 charge=+1 mol_weight_g_mol=74.11 orbital_gap_ev=9.400
N -0.061 1.891 0.247
N 0.433 -0.223 -0.364
N -0.057 -1.306 -1.196
C -0.483 0.601 0.354
C 0.449 -0.311 1.083
H -1.520 0.385 0.195
H 0.100 -1.276 1.387
H 1.285 0.215 1.495
H 0.009 -0.730 -2.063
H 0.636 -2.258 -1.239
H -0.604 2.676 0.652
H 0.841 2.002 0.521
H -1.027 -1.666 -1.073

***

13
Properties=species:S:1:pos:R:3 method="wB97M-V/def2-TZVPD" spin_multiplicity=3 homo_energy_ev="-11.809 / -13.288" e_tot_ev=-6659.155 s_squared=2.01 charge=+1 mol_weight_g_mol=74.11 orbital_gap_ev="8.368 / 4.734"
N -0.538 0.038 -2.341
N -0.463 -0.513 -1.146
N 1.520 1.613 2.141
C -0.084 -0.661 0.018
C -0.822 -1.786 -0.556
H -1.271 -0.239 -2.938
H 1.282 0.869 2.729
H -1.897 -1.993 -0.211
H 2.122 2.325 2.647
H -0.640 1.073 -2.206
H -0.282 -2.664 -0.877
H 0.375 -0.278 0.861
H 0.698 2.217 1.878

***

14
Properties=species:S:1:pos:R:3 method="wB97M-V/def2-TZVPD" spin_multiplicity=1 homo_energy_ev=-2.948 e_tot_ev=-8721.774 charge=-1 mol_weight_g_mol=90.11 orbital_gap_ev=7.372
O -0.230 -1.744 -1.463
N -0.448 0.355 1.057
N 1.327 0.227 -0.502
N 1.144 2.148 0.943
C -1.521 -1.808 -0.839
C 0.652 0.861 0.444
H 2.096 0.750 -0.824
H -1.900 -0.807 -0.550
H -0.778 1.076 1.693
H 0.855 2.305 1.897
H -1.438 -2.403 0.066
H 2.154 2.269 0.814
H 0.274 -0.974 -1.131
H -2.188 -2.254 -1.604

***

14
Properties=species:S:1:pos:R:3 method="wB97M-V/def2-TZVPD" spin_multiplicity=1 homo_energy_ev=-14.411 e_tot_ev=-8710.217 charge=+1 mol_weight_g_mol=90.11 orbital_gap_ev=10.615
O 0.150 0.672 1.352
N -1.126 -1.344 0.564
N -0.662 -0.632 -0.515
N 1.391 0.010 0.887
C 0.691 1.447 -0.982
C 0.383 0.352 -0.076
H 1.266 2.237 -0.464
H -0.221 1.993 -1.130
H -1.013 -2.389 0.579
H -2.138 -1.145 0.647
H -0.766 -0.754 -1.574
H 1.199 1.181 -1.924
H 1.485 -0.857 1.255
H -0.638 -0.770 1.382

***

15
Properties=species:S:1:pos:R:3 method="wB97M-V/def2-TZVPD" spin_multiplicity=1 homo_energy_ev="-15.357 / -12.759" e_tot_ev=-10752.036 charge=+1 mol_weight_g_mol=106.10 orbital_gap_ev="9.988 / 6.853"
O 1.410 0.987 0.116
O -1.082 1.097 -0.090
N 0.725 0.090 0.837
N 0.612 -1.884 -0.336
N -0.461 0.404 0.934
C -2.426 0.613 -0.131
C 2.633 0.766 -0.251
H -3.092 0.899 0.624
H -2.769 1.080 -0.990
H 0.834 -2.857 -0.224
H 2.967 -0.346 -0.424
H 0.999 -1.700 -1.252
H -2.524 -0.413 -0.042
H -1.116 -0.285 1.470
H 3.289 1.550 -0.242